Entry 1:
Formula: C39H57BaN3O5P2
Source: OMol25
Level of theory: wB97M-V/def2-TZVPD

CARTESIAN COORDINATES (ANGSTROEM)
O 2.20319 2.46567 0.53871
C 3.42124 -3.76625 1.02184
H -0.41514 3.73490 4.20048
H 1.49641 -0.29281 4.10528
H 1.83738 3.57612 -3.45239
C -0.09090 -1.46567 -7.08662
H 0.65327 2.32315 -3.81024
C -0.73845 -1.79165 2.35374
H 1.73896 -2.01777 -1.44826
H 2.04701 1.68384 -0.02238
C 1.29672 2.72092 -3.01917
H 2.55753 -3.57070 -1.52248
H -6.23759 0.46595 0.89560
C 2.05671 -1.86630 -6.01952
H -2.48902 5.88738 2.02840
H -0.83841 0.73377 5.17575
O 3.36959 1.56928 -3.31332
H -1.73568 -3.64911 -1.10732
C -3.43512 -1.42233 1.12046
H -0.00467 -3.81747 -5.71392
C -1.34649 -3.64450 -2.12813
C -4.27636 1.18848 1.36613
C -1.35780 -4.86507 -2.80963
H 3.67691 -1.90311 0.00162
H 2.81178 4.36795 0.24144
H -0.07612 0.99166 2.89964
H -5.45866 -1.89212 0.62138
C 3.09459 -0.89988 2.75165
H 0.52495 -4.72308 4.68055
H 4.12676 0.57642 1.54588
H 5.03438 0.04112 2.96988
H 1.41547 4.98088 -1.56081
H 3.10999 0.28206 4.56697
C 0.16989 -3.91840 4.04854
P 1.88616 -1.29694 1.38565
O -2.34244 3.06314 -4.05493
P -1.64824 2.21669 1.72667
H -2.16979 0.35260 4.08363
H 2.65711 -1.53797 -5.16912
C -1.58886 -2.46140 3.28740
H 4.01590 -3.53149 1.90950
C 0.62619 -2.22742 2.33626
C 2.84464 -2.52169 0.35579
C -0.73055 1.77109 3.29001
H 0.43599 4.34285 -0.22254
C -0.87009 -4.92892 -4.10434
O 1.94334 0.80632 -1.75880
C -0.79034 3.73001 -2.36842
H -1.44080 5.03235 0.88564
H 4.07006 -4.29460 0.31648
C -1.52655 1.15884 4.43702
H -1.03015 5.07404 2.59720
C -1.15234 -3.48735 4.09351
H -0.86635 -5.86760 -4.64926
H 2.55861 -1.53331 -6.93431
C 0.16251 2.91866 3.75834
H 0.75909 3.31137 2.93115
C -1.85857 5.00246 1.89249
H 4.92140 -1.00465 1.55113
C 2.31547 1.60961 -2.68039
H 3.35368 -1.81251 3.29836
H -0.60355 4.56103 -3.06523
H 2.07095 -3.55644 3.17978
H -1.85390 -3.94715 4.78281
H -3.95725 2.83108 3.62743
C -1.76151 2.71928 -3.02212
H 2.25981 1.03412 3.20829
H -4.63832 2.20557 1.43555
H -2.72574 3.92463 4.26113
C -0.38158 -2.56104 -4.00258
H 3.15695 3.28820 -1.10930
N -1.15078 -0.72726 1.62633
H -0.35257 -2.51682 -7.29133
C -2.92349 0.90803 1.56918
C 4.36991 -0.29115 2.16534
C -4.76559 -1.11221 0.91500
C 2.40716 3.54238 -0.35181
H -2.61698 -2.13491 3.37218
H 0.40594 -1.07474 -7.98210
C -3.42363 3.76268 3.43732
C 1.13562 4.05824 -1.01236
C -0.38288 -3.76611 -4.69970
H -1.02342 -0.91519 -6.95008
H 0.83349 -0.81202 -3.93235
Ba -0.43784 0.11161 -1.04682
H -1.74284 -5.76098 -2.32771
H 0.85300 2.55752 4.52645
H -0.73155 -0.57139 -4.67747
H 1.07925 -3.40892 -0.57597
N 0.45385 3.12710 -1.89802
C -2.49180 -0.44053 1.48371
C -2.68414 3.72969 2.10204
C 2.44504 0.08649 3.71957
H 2.05122 -2.96797 -6.02345
H -1.32095 4.13304 -1.49923
O -1.89385 1.63545 -2.37886
H -3.42093 3.71655 1.29409
H -4.14784 4.58456 3.45518
H 2.62353 -4.45273 1.31167
H -2.14684 1.89745 4.94831
C 1.02926 -3.26096 3.18312
C -0.86258 -2.45110 -2.67976
C 2.00195 -2.89886 -0.86202
H -3.08343 -2.43793 0.98489
C -5.19976 0.20158 1.05667
C 0.11757 -1.26257 -4.63143
N 0.75366 -1.25481 -5.94021

Cartesian forces (eV/Å) of the 2 atoms listed first:
O -0.07 -0.05 0.02
C -0.01 0.00 0.03

total charge = -2
orbital gap = 6.05 eV
E_LUMO = 4.1 eV
HOMO energy = -1.9 eV
DFT total energy = -2769.1226 a.u.

Löwdin population analysis, charges in e, atoms 1 to 99: -0.10, -0.13, 0.05, 0.07, 0.13, -0.12, 0.13, -0.32, 0.03, 0.02, -0.11, 0.08, 0.09, -0.11, 0.07, 0.07, -0.01, 0.06, -0.05, 0.07, -0.20, -0.11, -0.15, 0.09, 0.11, 0.05, 0.09, -0.57, 0.08, 0.07, 0.07, 0.12, 0.07, -0.13, 1.07, -0.02, 1.09, 0.06, 0.09, -0.05, 0.06, -0.30, -0.55, -0.55, 0.09, -0.14, -0.32, -0.14, 0.05, 0.07, -0.10, 0.05, -0.12, 0.08, 0.07, -0.13, 0.07, -0.13, 0.06, -0.70, 0.09, 0.12, 0.07, 0.09, 0.06, -0.72, 0.06, 0.08, 0.06, -0.27, 0.11, -0.10, 0.06, -0.33, -0.13, -0.10, -0.24, 0.09, 0.07, -0.13, -0.19, -0.09, 0.09, 0.09, 1.73, 0.08, 0.07, 0.12, 0.07, -0.18, -0.41, -0.56, -0.13, 0.07, 0.11, -0.33, 0.09, 0.07, 0.07

=====

Entry 2:
Formula: C39H57Cl2F3O15
Source: OMol25
Level of theory: wB97M-V/def2-TZVPD

CARTESIAN COORDINATES (ANGSTROEM)
H -1.19076 3.35992 1.43454
C -1.36231 -5.72907 -0.28649
C 0.27512 -0.23534 -0.75036
C 0.65825 -2.57620 -5.42500
H -4.01416 4.77840 -2.55155
H -2.21344 3.63269 3.56586
C -2.34428 -4.74211 -0.31736
H 5.18607 1.97025 -1.56833
O 4.59199 3.28193 -0.14200
C 2.02915 -4.40486 -3.88639
H -0.57016 -3.74300 2.41656
H 4.40024 -0.26725 2.51862
C 0.08824 -0.24227 -3.88436
C -1.74436 -7.04755 -0.48095
O -3.79668 2.99672 -1.63046
H 0.61748 -5.00797 2.59734
C -4.04245 -1.13707 4.47685
H 2.94270 -2.84701 -4.32804
H 4.25274 -1.82253 -3.52134
H 1.89419 -1.73062 -2.48627
H 7.23168 5.89761 -0.35310
Cl -0.16613 0.98734 0.48694
H -0.18365 0.12472 -1.66621
H 2.53949 -5.21204 -3.37399
H -4.44225 -4.37487 -0.14743
H -2.37454 0.60866 2.05176
O 1.11721 -0.98759 -4.25832
C 3.32381 -0.37920 2.67360
H -4.09468 2.35098 -4.38505
F -0.29465 -0.85098 2.81129
C -3.05912 -7.40448 -0.62173
C -3.08748 7.23075 6.65087
H -4.18735 -0.69145 0.02041
Cl -0.34357 -1.89342 -0.49211
O 5.54914 5.09895 0.48381
C 0.45859 -3.99874 2.19578
C -4.26330 1.75851 -1.47420
H -2.67630 3.37153 -3.90323
H -5.07797 -6.80733 -0.54351
H -3.31758 8.29150 6.66645
H 0.14139 -1.80085 -5.97623
O 6.71749 3.69241 -0.82576
H 3.26334 -4.71829 -5.68003
H -0.29331 -5.55487 -0.29426
H 1.35050 -0.18439 -0.87190
H -2.12802 0.87265 -3.75815
O -2.55187 4.70192 5.78957
O 1.40592 -3.14083 2.80154
H -5.44934 3.81617 -2.63396
H -2.20957 -3.68164 -0.15555
C -1.55371 -0.96612 3.29316
F -0.79876 -7.99223 -0.62225
H 3.65249 1.58542 -0.73500
H -0.45512 3.93072 3.74100
C -3.43422 -0.28805 -0.65782
H -2.80918 -0.56770 -4.61942
C -4.36276 3.75307 -2.68467
C 6.70791 5.93717 0.60154
C -3.01135 -1.98777 4.84746
H 0.66530 -4.18650 1.14307
H -5.02033 -1.19370 4.93200
O -2.34965 6.92855 5.45277
H -2.46872 6.95416 7.49904
H -0.61342 5.04587 1.46612
C 3.08680 -1.40655 3.74506
H -4.02985 6.69284 6.56737
H -3.32204 -8.41668 -0.90453
C 7.57942 5.58368 1.78750
C 1.71663 -3.28904 -5.95916
H 3.66982 -1.17272 4.63558
O 2.98528 -4.65877 2.42798
H 8.26345 6.42706 1.88147
C 0.33434 -2.75412 -4.08945
H -2.46467 -0.56859 -0.25871
C 2.21005 -1.14857 -3.34969
H -3.56499 -0.68751 -1.66056
O -5.21091 1.23453 -2.00526
C -1.74822 -1.89674 4.28748
H -3.11555 -2.75158 5.60942
H 3.50343 -1.37952 -5.07255
H -1.00288 -2.65555 4.47693
C 3.33834 -1.85376 -4.10535
H -2.35740 4.70333 1.49313
O 3.52835 -2.70419 3.29923
C 4.66901 1.94267 -0.60251
H 2.58564 -0.15904 -3.08430
O -0.76570 -0.20975 -4.90622
C -1.37877 4.35617 1.82421
O -3.42266 1.13141 -0.66573
H -4.56450 0.49799 3.16435
H 2.86732 -0.68008 1.73237
H -4.09867 4.04299 -4.76760
O -1.70906 5.60063 3.89578
C -3.75606 3.32058 -4.02357
O 0.00746 0.35630 -2.83793
C -2.56009 -0.10912 2.83582
H 6.36773 6.96726 0.71617
C -2.09601 0.25209 -4.65126
C 2.42582 -4.22062 -5.21541
C 2.67089 -3.55896 2.77275
H 2.04537 -1.43263 4.06199
H 8.18743 4.71350 1.52310
F -0.72199 -2.09105 -3.59450
H 7.01576 5.29541 2.67036
C -4.05842 -6.44868 -0.51677
C -2.21204 5.65312 5.12172
H 5.28268 1.25887 -0.01247
C -1.39528 4.32401 3.35997
C 5.73623 3.96475 -0.19977
H -2.31154 0.89278 -5.50585
H 3.00780 0.59645 3.04605
H 1.93962 -3.12535 -7.00738
C 0.95802 -3.73510 -3.33012
C -3.69505 -5.12268 -0.38272
C -3.81530 -0.23099 3.44502
H 0.69102 -3.90318 -2.29662

Cartesian forces (eV/Å) of the 2 atoms listed first:
H 0.00 -0.04 0.01
C 0.25 0.10 -0.78

orbital gap = 8.93 eV
E_LUMO = 0.4 eV
HOMO energy = -8.5 eV
DFT total energy = -3868.6329 a.u.

Löwdin population analysis, charges in e, atoms 1 to 99: 0.02, -0.02, -0.91, 0.00, 0.12, 0.12, -0.08, 0.09, 0.01, -0.10, 0.08, 0.08, -0.55, -0.29, 0.03, 0.10, -0.09, 0.00, 0.10, 0.11, 0.12, 0.61, -0.14, 0.12, 0.10, 0.07, -0.06, -0.06, 0.07, 0.00, -0.03, -0.02, 0.10, 0.66, 0.04, -0.08, -0.61, 0.08, 0.11, 0.09, 0.14, 0.13, 0.12, 0.10, 0.02, 0.08, 0.12, -0.04, 0.13, 0.05, -0.28, 0.07, 0.09, 0.13, -0.05, 0.11, -0.21, -0.22, -0.08, 0.06, 0.10, 0.00, 0.10, 0.08, -0.21, 0.10, 0.12, -0.06, -0.08, 0.13, 0.14, 0.08, -0.30, 0.01, -0.15, 0.10, 0.13, -0.03, 0.11, 0.10, 0.11, -0.04, 0.08, 0.06, -0.05, 0.14, 0.00, -0.06, -0.02, 0.11, 0.08, 0.08, 0.04, -0.06, 0.10, -0.02, 0.12, 0.00, -0.13